Entry from OMol25: C4H11NS in the gas phase (ωB97M-V with the def2-TZVPD basis set).

CARTESIAN COORDINATES (ANGSTROEM)
1 H 0.36183 0.49325 -3.24572
2 C -1.23210 -0.03400 0.51280
3 H 0.29615 1.25983 -0.12896
4 C 0.11613 -0.72413 -1.60639
5 H -1.37712 -0.62472 1.41883
6 H -2.08117 0.56190 0.19909
7 C -0.12869 1.00828 0.84352
8 H 0.98786 -0.19215 -1.22223
9 C -0.86724 -1.09344 -0.54770
10 H -1.22953 0.10243 -2.94637
11 H -1.79641 -1.51013 -0.91693
12 H -0.46490 1.89905 1.36431
13 H -0.49284 -1.99524 -0.04682
14 S 1.27201 0.25214 1.71608
15 N -0.34727 0.37915 -2.54117
16 H 0.50517 -1.55132 -2.21039
17 H 0.69872 -0.58337 2.60415

* energy above the lowest of the compared OMol25 structures with the same formula, charge and spin: 0.629 eV
* HOMO energy: -8.873 eV
* calculated total energy: -611.9190 Eh
* total charge: 0
* 2S+1: 1
* Kohn-Sham gap: 9.85 eV
* lowest unoccupied orbital energy: 0.97 eV


Entry from OMol25: 2 unconnected molecules or ions with the total composition C4H11NS (ωB97M-V with the def2-TZVPD basis set).

CARTESIAN COORDINATES (ANGSTROEM)
1 S -1.50576 0.60656 -0.49820
2 C 1.89093 -2.22684 0.25502
3 H -0.15304 2.32713 0.57303
4 H 2.92787 -2.01201 0.04145
5 H 0.74021 0.91408 -0.23864
6 H -0.65185 -1.49473 0.52664
7 C 1.27411 -1.77211 1.32418
8 C 0.14315 2.62254 -1.51527
9 H 1.21102 2.83067 -1.63346
10 H -0.29420 2.25720 -2.44256
11 H -0.36177 -2.85160 1.61932
12 N -0.19759 -1.87013 1.39334
13 C -0.00033 1.70388 -0.30475
14 H -0.52340 -1.35029 2.20842
15 H -0.37392 3.55901 -1.29113
16 H 1.39256 -2.91287 -0.42277
17 H 1.76191 -1.14487 2.04641

* energy above the lowest of the compared OMol25 structures with the same formula, charge and spin: 3.207 eV
* HOMO energy: -6.153 eV
* calculated total energy: -611.8243 Eh
* total charge: 0
* 2S+1: 1
* Kohn-Sham gap: 5.98 eV
* lowest unoccupied orbital energy: -0.18 eV


Entry from OMol25: C4H11NS in the gas phase (ωB97M-V with the def2-TZVPD basis set).

CARTESIAN COORDINATES (ANGSTROEM)
1 H 1.30766 2.32295 -0.31395
2 H 2.05529 1.58654 1.01534
3 H -1.28326 -1.13264 0.58693
4 H 2.34558 -0.95305 0.53027
5 H -3.18807 0.39987 -0.94817
6 H -0.81861 1.71051 -0.23170
7 C -1.54680 -0.33656 -0.05184
8 H 0.60715 0.40104 -1.36509
9 C -0.63396 0.78544 0.34802
10 H -1.30719 -0.76874 -1.00275
11 H -3.08278 0.69501 0.63845
12 N -2.91991 -0.06334 -0.03880
13 S 1.20792 -1.23568 0.04565
14 H -0.67704 1.01495 1.49371
15 H 2.63690 1.29973 -0.74957
16 C 0.75764 0.36919 -0.26780
17 C 1.84263 1.45494 -0.04709

* energy above the lowest of the compared OMol25 structures with the same formula, charge and spin: 1.233 eV
* HOMO energy: -8.744 eV
* calculated total energy: -611.8968 Eh
* total charge: 0
* 2S+1: 1
* Kohn-Sham gap: 9.65 eV
* lowest unoccupied orbital energy: 0.91 eV


Entry from OMol25: 2 unconnected molecules or ions with the total composition C4H11NS (ωB97M-V with the def2-TZVPD basis set).

CARTESIAN COORDINATES (ANGSTROEM)
1 H 0.48614 0.16358 -0.87263
2 H -2.01663 1.77960 1.16292
3 H -0.12669 1.36283 0.97312
4 S 1.35181 1.20853 1.09110
5 C 1.47979 0.54321 -0.63852
6 C -2.29060 -1.27407 0.22114
7 H 2.58980 -0.67599 -1.91340
8 C -1.88497 -0.33425 1.07980
9 H 3.50840 -0.21805 -0.49800
10 H 2.29552 -1.53472 -0.40957
11 H -2.61717 -0.96954 -0.76808
12 C 2.52686 -0.55745 -0.82416
13 N -1.64764 0.98630 0.65087
14 H -2.19606 -2.32953 0.41944
15 H -1.85347 1.11156 -0.33628
16 H 1.73209 1.36094 -1.30802
17 H -1.33719 -0.62295 1.97028

* energy above the lowest of the compared OMol25 structures with the same formula, charge and spin: 1.483 eV
* HOMO energy: -8.124 eV
* calculated total energy: -611.8876 Eh
* total charge: 0
* 2S+1: 1
* Kohn-Sham gap: 8.95 eV
* lowest unoccupied orbital energy: 0.83 eV


Entry from OMol25: 2 unconnected molecules or ions with the total composition C4H11NS (ωB97M-V with the def2-TZVPD basis set).

CARTESIAN COORDINATES (ANGSTROEM)
1 H 1.59039 -1.58355 3.82721
2 H -2.65939 3.71615 -2.19056
3 H -1.86047 1.10058 -0.12454
4 H 0.60456 -1.49786 2.49954
5 C -2.43425 2.80082 -2.68121
6 H 2.37047 -1.76467 -0.09194
7 H -2.21547 2.84952 -0.27619
8 C 1.61343 -1.47535 2.68825
9 H 2.02931 -0.54506 2.23663
10 H -0.73710 2.22855 -0.83439
11 H 1.09159 -3.08275 -0.33931
12 N -2.26227 1.67094 -2.12511
13 C -1.86499 1.96613 -0.73958
14 C 2.03662 -2.79216 0.06537
15 H 2.91894 -3.56713 -0.03543
16 S 1.99616 -3.08243 1.85791
17 H -2.21752 3.05827 -3.73664

* energy above the lowest of the compared OMol25 structures with the same formula, charge and spin: 3.118 eV
* HOMO energy: -8.249 eV
* calculated total energy: -611.8275 Eh
* total charge: 0
* 2S+1: 1
* Kohn-Sham gap: 8.97 eV
* lowest unoccupied orbital energy: 0.72 eV


Entry from OMol25: 2 unconnected molecules or ions with the total composition C4H11NS (ωB97M-V with the def2-TZVPD basis set).

CARTESIAN COORDINATES (ANGSTROEM)
1 N -0.19957 -1.68745 1.58533
2 H -1.52783 0.29279 -0.99617
3 H 0.55626 2.94011 0.96208
4 H -1.15917 2.15732 1.19338
5 H -1.39379 1.06574 -2.73364
6 H 0.09131 0.19996 -1.69128
7 H -0.10500 -2.83313 -0.06270
8 C 1.59830 -1.50429 -0.12191
9 H -0.14237 -0.85160 2.21256
10 H 2.26567 -0.59294 0.19236
11 C -0.18425 2.10156 0.65696
12 H 2.05803 -2.02663 -0.94839
13 S -0.45081 2.49151 -1.15120
14 H 0.32051 1.13479 0.65490
15 C -0.87908 0.83747 -1.71300
16 H -1.24958 -1.76765 1.65062
17 C 0.40137 -1.95754 0.31010

* energy above the lowest of the compared OMol25 structures with the same formula, charge and spin: 1.915 eV
* HOMO energy (spin up / spin down): -12.683 / -12.006 eV
* calculated total energy: -611.5580 Eh
* total charge: +1
* 2S+1: 2
* Kohn-Sham gap (spin up / spin down): 9.44 / 3.64 eV
* lowest unoccupied orbital energy (spin up / spin down): -3.25 / -8.36 eV


Entry from OMol25: 2 unconnected molecules or ions with the total composition C4H11NS2 (ωB97M-V with the def2-TZVPD basis set).

CARTESIAN COORDINATES (ANGSTROEM)
1 H 2.75830 0.23997 -0.15136
2 C 0.48946 -0.65625 0.30475
3 S 1.59278 -0.83194 1.68810
4 N 2.37108 0.25368 -1.09261
5 C -2.34456 0.80624 1.56246
6 C 1.15287 -0.52766 -1.09052
7 H 3.10547 0.13063 -1.76688
8 H -0.22103 0.18795 0.30231
9 H 1.36728 -1.56260 -1.41090
10 H -1.72400 0.00638 1.97600
11 H -3.30747 0.82591 2.05684
12 H 0.57475 -0.06374 -3.15392
13 H -1.77785 1.72940 1.69891
14 C 0.16423 -0.05069 -2.14307
15 H -0.20973 0.96322 -1.98735
16 S -2.50528 0.90477 -0.28563
17 H -0.76316 -0.63509 -2.05518
18 H -0.14738 -1.55459 0.20051

* energy above the lowest of the compared OMol25 structures with the same formula, charge and spin: 0.432 eV
* HOMO energy (spin up / spin down): -3.793 / -2.746 eV
* calculated total energy: -1010.1035 Eh
* total charge: -1
* 2S+1: 2
* Kohn-Sham gap (spin up / spin down): 7.39 / 4.01 eV
* lowest unoccupied orbital energy (spin up / spin down): 3.59 / 1.27 eV


Entry from OMol25: C4H11NS2 in the gas phase (ωB97M-V with the def2-TZVPD basis set).

CARTESIAN COORDINATES (ANGSTROEM)
1 H 3.27788 -1.03412 -1.13169
2 C 0.11781 -0.04220 0.29972
3 H 0.32147 -0.97092 0.82197
4 H 0.21781 -0.14584 -0.78054
5 N -1.59742 1.78054 0.14084
6 H -1.72549 0.20706 1.45544
7 C -2.22043 -0.52746 -0.45924
8 H -3.29602 -0.37736 -0.33618
9 C 3.30440 -0.84786 -0.05770
10 C -1.39011 0.37484 0.42761
11 H -1.39439 1.99117 -0.83493
12 H -2.07439 -1.55885 -0.08607
13 H -2.56768 2.07197 0.17748
14 H 4.26823 -1.15184 0.34686
15 H -1.95247 -0.48128 -1.51963
16 H 2.49378 -1.43425 0.37312
17 S 1.18680 1.20781 1.04779
18 S 3.03022 0.93858 0.11515

* energy above the lowest of the compared OMol25 structures with the same formula, charge and spin: 0.645 eV
* HOMO energy: -7.876 eV
* calculated total energy: -1010.1147 Eh
* total charge: 0
* 2S+1: 1
* Kohn-Sham gap: 8.74 eV
* lowest unoccupied orbital energy: 0.87 eV


Entry from OMol25: C4H11NS2 in the gas phase (ωB97M-V with the def2-TZVPD basis set).

CARTESIAN COORDINATES (ANGSTROEM)
1 S 0.62688 0.51404 3.22465
2 C -0.15008 1.67020 0.32892
3 N 0.48157 -0.61282 0.28242
4 H 0.51300 1.15829 -2.12926
5 H 0.09282 -0.43871 -2.29038
6 H 0.91449 2.05164 0.24862
7 H -1.26773 0.71173 -2.34152
8 H -1.47049 0.08513 -0.00222
9 H 0.53185 -2.33065 -1.11756
10 H -0.77047 2.42760 -0.10427
11 H -0.84888 -2.10370 0.21371
12 C -0.44311 0.32506 -0.35931
13 C 0.22734 -2.01189 -0.12615
14 H 0.81150 -2.66877 0.53853
15 H 0.07712 -0.71217 3.09899
16 S -0.46466 1.75782 2.14036
17 C -0.30940 0.49930 -1.87880
18 H 1.44827 -0.32211 0.27326

* energy above the lowest of the compared OMol25 structures with the same formula, charge and spin: 1.113 eV
* HOMO energy: -8.460 eV
* calculated total energy: -1010.0975 Eh
* total charge: 0
* 2S+1: 1
* Kohn-Sham gap: 9.20 eV
* lowest unoccupied orbital energy: 0.74 eV


Entry from OMol25: a molecular structure, C4H11NSi2 (ωB97M-V with the def2-TZVPD basis set).

CARTESIAN COORDINATES (ANGSTROEM)
1 H 1.55268 2.70040 0.19957
2 C 0.53004 0.20716 1.70667
3 C 0.24141 -0.80242 2.50448
4 H -2.66177 -2.19066 -1.74296
5 H -2.81709 -1.30078 0.65279
6 H -0.02479 -1.69472 -1.50587
7 H 0.07780 -0.80065 3.59383
8 C 1.48038 1.09121 -1.11031
9 H -1.40793 1.99149 0.37083
10 H -2.66989 0.22478 -1.03044
11 Si -2.31860 -1.10305 -0.79691
12 H 1.71972 0.68200 -2.15981
13 H 0.22538 -1.95112 2.27814
14 Si 0.17593 0.26907 -0.08350
15 C 1.99812 2.31504 -0.71685
16 H 2.66425 2.91447 -1.26624
17 N -0.52909 -1.12496 -0.81579
18 H 0.64863 1.03378 2.32003

* energy above the lowest of the compared OMol25 structures with the same formula, charge and spin: 2.780 eV
* HOMO energy: -8.257 eV
* calculated total energy: -792.6034 Eh
* total charge: 0
* 2S+1: 1
* Kohn-Sham gap: 8.34 eV
* lowest unoccupied orbital energy: 0.08 eV